(1)
DFT (ωB97M-V with the def2-TZVPD basis set) results for one molecule with the formula C5H6Cl2N2 at a distorted geometry.

Atoms and positions in Å:
Cl1 -3.5822 -0.6593 0.1123
Cl2 -1.5019 0.9214 -1.7030
N1 -1.5143 1.8465 1.8290
N2 -2.3728 1.2424 2.2778
C1 -0.2657 -1.3213 -0.6157
C2 -2.0643 -0.4811 0.7456
C3 -0.9125 0.0123 -0.1488
C4 0.1988 0.8650 0.6470
C5 -0.5972 2.1091 1.0764
H1 1.1082 1.1409 0.1113
H2 0.4208 -1.3113 -1.4726
H3 -0.1278 3.0741 1.2169
H4 0.4188 -1.7354 0.2088
H5 -1.1664 -1.8978 -0.8257
H6 0.3958 0.1948 1.3931

For the relative energy (zero: lowest compared OMol25 entry of this formula, charge and spin), the calculation gives 142.6 kcal per mole. The value obtained for the frontier orbital gap is 7.76 eV. The LUMO energy is -0.0314 hartree. The value obtained for the strongest force on any atom is 0.127 hartree/bohr.

=====

(2)
DFT (ωB97M-V with the def2-TZVPD basis set) results for an isolated ion of composition CHN4O and charge -1 at a distorted geometry.

Atoms and positions in Å:
O1 0.9397 2.2532 -0.0203
N1 -1.5362 -0.2354 0.0314
N2 -3.7457 0.4610 -0.0647
N3 -0.1798 1.6171 0.0359
N4 -2.6189 0.2895 0.0665
C1 -0.2176 0.3361 -0.0360
H1 0.6837 -0.3011 -0.1917

As for the SMILES: [N-]=N/N=C\N=O. For the relative energy (zero: lowest compared OMol25 entry of this formula, charge and spin), the calculation gives 41.6 kcal per mole. As for the total charge: -1. The value obtained for the frontier orbital gap (spin up / spin down) is 7.46 / 7.46 eV. The LUMO energy (spin up / spin down) is 0.1774 / 0.1774 hartree. The value obtained for the strongest force on any atom is 0.033 hartree/bohr.

=====

(3)
DFT (ωB97M-V with the def2-TZVPD basis set) results for C5H7NO as an isolated structure at a distorted geometry.

Atoms and positions in Å:
O1 -1.7388 1.0930 1.6740
N1 -1.3024 -0.5523 0.0826
C1 0.4370 0.8161 0.4562
C2 -0.0226 -0.8262 -0.6184
C3 0.3406 0.6257 -1.0807
C4 1.0216 -0.6201 0.5116
C5 -1.0230 0.5454 0.8381
H1 1.3072 0.7137 -1.5389
H2 2.0231 -0.7877 0.1696
H3 0.8545 -1.1760 1.4521
H4 -2.2139 -1.0366 0.0942
H5 -0.0791 -1.6501 -1.3200
H6 -0.4432 1.1358 -1.6362
H7 0.8390 1.7192 0.9158

For the relative energy (zero: lowest compared OMol25 entry of this formula, charge and spin), the calculation gives 26.6 kcal per mole. The value obtained for the frontier orbital gap is 10.33 eV. The LUMO energy is 0.0330 hartree. The value obtained for the strongest force on any atom is 0.035 hartree/bohr.

=====

(4)
DFT (ωB97M-V with the def2-TZVPD basis set) results for one molecule with the formula C7H15NO3 at a distorted geometry.

Atoms and positions in Å:
O1 -2.5380 -0.9190 -0.4330
O2 0.1435 -1.9175 -1.1272
O3 1.1566 0.8559 -2.2625
N1 1.7009 1.4530 0.6544
C1 -1.0994 -0.0827 1.4743
C2 -2.3409 -0.8719 0.9043
C3 0.5619 -0.6717 -0.4434
C4 0.5458 1.8052 -0.1236
C5 1.3556 0.2283 1.5717
C6 0.3026 -0.6167 1.0548
C7 0.2870 0.7798 -1.1226
H1 -3.2972 -0.4519 1.3966
H2 0.8585 0.5650 2.5043
H3 2.1253 1.1169 -2.0675
H4 -0.3631 2.0626 0.3229
H5 -2.0590 -1.9269 1.4572
H6 -1.0115 -0.2623 2.5873
H7 0.3197 -1.5395 -2.0027
H8 0.3171 -1.7007 1.2932
H9 1.7599 -0.6625 -0.4062
H10 -0.7168 0.6965 -1.6010
H11 2.1232 2.2665 1.1694
H12 2.2769 -0.2976 2.0039
H13 -0.9208 1.1284 1.1396
H14 0.7031 2.6039 -0.8848
H15 -1.7942 -1.3464 -0.8062

As for the SMILES: OCC[C@@H]1CNC[C@@H](O)[C@@H]1O. For the relative energy (zero: lowest compared OMol25 entry of this formula, charge and spin), the calculation gives 90.1 kcal per mole. The value obtained for the frontier orbital gap is 10.01 eV. The LUMO energy is 0.0278 hartree. The value obtained for the strongest force on any atom is 0.107 hartree/bohr.

=====

(5)
DFT (ωB97M-V with the def2-TZVPD basis set) results for one molecule with the formula C8H17B at a distorted geometry.

Atoms and positions in Å:
C1 -1.3114 1.2557 1.4724
C2 -0.5084 0.0527 0.8717
C3 0.5762 -2.2212 -0.8343
C4 0.3134 -0.8341 -1.4176
C5 -0.7110 2.0100 2.6530
C6 0.4174 0.2991 -0.3719
C7 -1.0264 -0.8181 -2.1537
C8 1.9287 0.5687 -0.0098
B1 1.6341 1.6052 1.2699
H1 1.5331 -2.2569 -0.3198
H2 -0.8341 3.0733 2.7022
H3 -0.2013 -2.5051 -0.1301
H4 0.0563 1.2091 -0.8663
H5 2.4173 -0.3497 0.3010
H6 -1.2533 -0.6837 0.5655
H7 -1.0130 -1.5382 -2.9695
H8 -1.8469 -1.0785 -1.4894
H9 -0.5544 1.4744 3.5707
H10 2.3485 2.4742 1.5771
H11 -1.5096 1.9709 0.6709
H12 0.5954 -2.9608 -1.6321
H13 0.0800 -0.4010 1.6703
H14 2.4720 1.0192 -0.8335
H15 -2.2891 0.8466 1.7749
H16 1.0946 -0.6327 -2.1621
H17 -1.2251 0.1666 -2.5715

For the relative energy (zero: lowest compared OMol25 entry of this formula, charge and spin), the calculation gives 77.2 kcal per mole. The value obtained for the frontier orbital gap (spin up / spin down) is 7.59 / 8.14 eV. The LUMO energy (spin up / spin down) is 0.0093 / 0.0173 hartree. The value obtained for the strongest force on any atom is 0.075 hartree/bohr.

=====

(6)
DFT (ωB97M-V with the def2-TZVPD basis set) results for C37H34BFeN3O5PS as an isolated structure.

Atoms and positions in Å:
Fe1 -0.3091 -1.3651 -0.0858
S1 1.8869 7.1246 0.2089
P1 2.0515 -1.1334 -0.2734
O1 2.3880 8.1569 -0.6656
O2 1.2567 7.5691 1.4349
O3 -3.2268 -1.2682 0.9169
O4 -2.5267 -2.7356 -0.7008
O5 2.7719 5.9786 0.3606
N1 0.1708 5.1542 -0.4320
N2 -0.9820 0.4413 -0.2989
N3 -0.1893 7.1931 -1.5662
C1 2.3906 0.6133 -0.6365
C2 -0.8227 1.3301 0.6920
C3 -3.9628 -2.9745 -0.5419
C4 1.4593 -2.0362 3.6801
C5 -1.0791 -2.5285 2.6811
C6 -1.2496 2.2253 -1.8490
C7 3.3791 -2.0798 -1.0630
C8 2.7005 2.9188 0.0223
C9 -5.5355 -1.9084 1.2179
C10 0.4520 -2.5550 4.5280
C11 5.4042 -3.6335 -2.1576
C12 -4.4295 -1.6850 0.2068
C13 -4.7896 -0.5429 -0.7331
C14 2.4242 1.0011 -1.9785
C15 -4.5755 -3.1681 -1.9137
C16 2.2900 -1.3594 1.5053
C17 4.5775 -1.4880 -1.4516
C18 -4.1031 -4.2421 0.2860
C19 0.4723 6.4206 -0.7035
C20 2.5270 1.5812 0.3569
C21 -0.8035 2.6855 0.4533
C22 2.7570 3.2901 -1.3124
C23 -0.7811 -2.8257 4.0286
C24 3.7776 -1.3770 3.4120
C25 1.1805 -1.7860 2.3061
C26 -0.8039 4.5934 -1.1367
C27 2.7529 -1.8041 4.2041
C28 3.1963 -3.4510 -1.2321
C29 -1.5315 5.2924 -2.0833
C30 -1.2145 0.8840 -1.5419
C31 -0.1681 -1.9963 1.7978
C32 3.5394 -1.1781 2.0433
C33 4.2088 -4.2263 -1.7734
C34 -0.9932 3.1519 -0.8442
C35 5.5867 -2.2675 -1.9989
C36 -1.1844 6.6293 -2.2325
C37 2.6228 2.3324 -2.3115
B1 -2.1701 -1.8017 0.2431
H1 -4.0002 -0.3696 -1.4667
H2 -4.3363 -2.3426 -2.5808
H3 -1.3475 0.1286 -2.3094
H4 -5.7903 -0.9604 1.6909
H5 -5.7204 -0.7409 -1.2648
H6 4.3588 -0.8785 1.3999
H7 2.6655 2.6241 -3.3535
H8 -3.5853 -5.0539 -0.2238
H9 2.9167 -1.9909 5.2587
H10 6.5169 -1.8047 -2.3011
H11 0.6900 -2.7403 5.5683
H12 -6.4300 -2.2955 0.7263
H13 -5.2325 -2.6069 1.9950
H14 -1.5545 -3.2435 4.6601
H15 2.8963 4.3348 -1.5602
H16 -0.5928 3.3858 1.2494
H17 2.2612 -3.9126 -0.9348
H18 -5.6612 -3.2506 -1.8358
H19 -1.7285 7.2680 -2.9210
H20 4.7638 -1.2079 3.8222
H21 -2.3376 4.8479 -2.6508
H22 -4.9116 0.3664 -0.1451
H23 2.3153 0.2585 -2.7633
H24 2.4808 1.3005 1.4014
H25 -4.1965 -4.0890 -2.3563
H26 4.0642 -5.2910 -1.9005
H27 -1.4000 2.5377 -2.8731
H28 2.7668 3.6868 0.7821
H29 -5.1508 -4.5195 0.4050
H30 -3.6617 -4.1256 1.2761
H31 6.1934 -4.2378 -2.5855
H32 -2.0979 -2.7218 2.3769
H33 4.7201 -0.4210 -1.3337
H34 -0.6669 0.9158 1.6800

As for the expectation value of S²: 1.215. For the relative energy (zero: lowest compared OMol25 entry of this formula, charge and spin), the calculation gives 13.6 kcal per mole. The value obtained for the frontier orbital gap (spin up / spin down) is 6.19 / 6.54 eV. The multiplicity is 2. The LUMO energy (spin up / spin down) is -0.0513 / -0.0383 hartree. The value obtained for the strongest force on any atom is 0.012 hartree/bohr.